(i)
Computed, not measured: CH7N2O2P in the gas phase, with the ωB97M-V functional and the def2-TZVPD basis.

The HOMO energy (spin up / spin down) comes out at -4.07 / -10.96 eV. As for the expectation value of S²: 2.004. The LUMO energy (spin up / spin down) is 0.026 / -0.174 Ha. As for the spin multiplicity: 3. The orbital gap (spin up / spin down) comes out at 4.76 / 6.22 eV.

Last column: Löwdin spin population.
CARTESIAN COORDINATES (ANGSTROEM)
P  0.968  0.072  -0.158  0.052
O  0.881  0.660  1.435  0.064
O  2.288  0.429  -0.733  0.026
N  -1.785  0.037  0.181  1.041
N  0.724  -1.512  -0.122  0.022
C  -0.690  0.509  -0.913  0.318
H  1.529  -1.946  0.287  0.002
H  1.730  0.963  1.743  0.007
H  -0.937  -0.016  -1.823  0.064
H  -2.464  0.748  0.016  0.169
H  -0.668  1.497  -1.311  0.082
H  -1.425  0.263  1.096  0.132
H  -0.151  -1.703  0.302  0.021

(ii)
Computed, not measured: CH7N2O2P in the gas phase, with the ωB97M-V functional and the def2-TZVPD basis.

The HOMO energy (spin up / spin down) comes out at -3.72 / -11.41 eV. As for the expectation value of S²: 2.004. The LUMO energy (spin up / spin down) is 0.022 / -0.171 Ha. As for the spin multiplicity: 3. The orbital gap (spin up / spin down) comes out at 4.31 / 6.77 eV.

Last column: Löwdin spin population.
CARTESIAN COORDINATES (ANGSTROEM)
P  -1.080  -0.071  -0.149  0.051
O  -2.198  -0.184  -1.050  0.016
O  -0.851  -1.225  0.855  0.078
N  1.608  0.002  0.299  0.943
N  -1.133  1.346  0.783  0.037
C  0.694  -0.116  -0.833  0.310
H  -1.333  -2.066  0.624  0.016
H  2.556  -0.195  -0.025  0.216
H  0.893  0.835  -1.604  0.049
H  -1.018  2.065  0.038  0.008
H  0.836  -1.063  -1.304  0.129
H  -0.327  1.442  1.471  0.024
H  1.354  -0.769  0.896  0.123

Which of them is most stable, and which least? Most stable: (ii); least stable: (i).

(i)
Computed, not measured: 2 unconnected molecules or ions with the total composition C14H16O2, with the ωB97M-V functional and the def2-TZVPD basis.

The SMILES is Cc1ccc(O)cc1.Cc1ccc(O)cc1. The HOMO energy comes out at -8.11 eV. The LUMO energy is 0.029 Ha. As for the spin multiplicity: 1. The orbital gap comes out at 8.89 eV.

Last column: Mulliken charge in e.
CARTESIAN COORDINATES (ANGSTROEM)
O  0.015  -3.047  3.906  -0.509
O  -1.431  2.289  -1.922  -0.477
C  2.976  -1.085  -2.720  -1.160
C  -1.288  0.520  2.137  0.660
C  -1.832  1.781  1.706  -1.398
C  0.363  -0.769  -2.412  -0.562
C  1.663  -0.234  -2.491  0.800
C  0.820  1.998  -2.498  -0.688
C  -0.415  1.442  -2.318  0.419
C  1.891  1.098  -2.588  -0.428
C  -0.685  0.067  -2.306  -0.272
C  0.217  -0.822  3.566  -0.511
C  -0.408  -1.982  3.151  0.650
C  -1.383  -1.869  2.093  -0.394
C  -1.812  -0.662  1.597  -0.527
C  -0.332  0.359  3.151  -0.485
H  -2.159  2.033  0.612  0.200
H  2.812  -2.263  -2.915  0.287
H  -2.030  -2.797  1.716  0.134
H  0.389  -1.916  -2.242  0.181
H  3.545  -1.265  -1.715  0.266
H  -1.062  2.525  1.763  0.389
H  -2.530  2.231  2.383  0.338
H  1.052  -0.900  4.256  0.389
H  2.882  1.378  -2.932  0.296
H  3.764  -0.653  -3.559  0.267
H  -0.249  -3.816  3.424  0.305
H  -1.669  -0.383  -2.131  0.390
H  0.027  1.353  3.403  0.301
H  1.108  3.016  -2.408  0.417
H  -2.543  -0.586  0.835  0.436
H  -1.696  2.957  -2.542  0.286

(ii)
Computed, not measured: 2 unconnected molecules or ions with the total composition C14H16O2, with the ωB97M-V functional and the def2-TZVPD basis.

The SMILES is Cc1ccc(O)cc1.Cc1ccc(O)cc1. The HOMO energy comes out at -8.25 eV. The LUMO energy is 0.030 Ha. As for the spin multiplicity: 1. The orbital gap comes out at 9.08 eV.

Last column: Mulliken charge in e.
CARTESIAN COORDINATES (ANGSTROEM)
O  -4.944  -0.682  0.757  -0.530
O  0.592  -0.491  0.521  -0.465
C  -1.380  -1.538  -3.449  -1.483
C  -3.446  -2.165  -2.210  -0.401
C  -4.369  -2.003  -1.188  -0.737
C  3.154  2.153  0.764  -0.803
C  3.494  0.392  2.490  -0.505
C  3.733  1.617  1.920  0.818
C  4.826  2.483  2.626  -1.281
C  -2.323  -1.341  -2.345  0.392
C  -4.136  -0.955  -0.315  1.083
C  1.975  1.493  0.403  -0.341
C  2.385  -0.318  2.028  -0.389
C  -3.126  -0.010  -0.460  -0.743
C  -2.150  -0.295  -1.426  -0.227
C  1.685  0.270  0.966  0.203
H  -1.237  0.309  -1.466  0.248
H  4.268  3.361  3.032  0.300
H  4.098  -0.041  3.269  0.324
H  -3.489  -2.967  -2.955  0.347
H  -0.400  -1.015  -3.353  0.327
H  -1.041  -2.511  -3.780  0.376
H  -5.532  -1.468  0.895  0.311
H  -3.005  0.917  0.069  0.451
H  5.178  1.953  3.517  0.320
H  -1.785  -1.068  -4.387  0.283
H  3.430  3.155  0.425  0.351
H  -5.330  -2.502  -1.191  0.316
H  5.604  2.801  1.921  0.337
H  1.376  1.907  -0.402  0.391
H  -0.222  -0.143  0.938  0.313
H  2.117  -1.298  2.386  0.414

Which of them is most stable, and which least? Most stable: (ii); least stable: (i).

(i)
Computed, not measured: 8 unconnected molecules or ions with the total composition C5H26N2O8, with the ωB97M-V functional and the def2-TZVPD basis.

The SMILES is CNC(=O)CCCN.O.O.O.O.O.O.O. The HOMO energy comes out at -9.19 eV. The LUMO energy is -0.005 Ha. As for the spin multiplicity: 1. The orbital gap comes out at 9.05 eV.

Last column: Mulliken charge in e.
CARTESIAN COORDINATES (ANGSTROEM)
O  -3.096  0.825  0.141  -0.774
O  1.625  1.560  -3.153  -0.656
O  2.489  -0.610  1.085  -0.745
O  -0.852  2.793  -0.401  -0.573
O  -2.086  1.199  -2.468  -0.524
O  1.468  -2.705  2.533  -0.681
O  3.006  -1.724  -2.281  -0.658
O  -1.807  0.119  2.526  -0.560
N  -2.390  -2.137  -0.331  -0.576
N  1.270  1.247  1.546  -0.091
C  -1.128  -2.184  -1.102  -1.006
C  2.114  1.651  2.664  -1.014
C  0.155  -1.703  -0.315  0.183
C  1.466  0.092  0.887  0.085
C  0.374  -0.210  -0.138  2.692
H  -0.959  3.619  -0.903  0.324
H  -3.867  1.251  -0.309  0.272
H  0.661  -2.190  2.545  0.361
H  0.619  0.358  -1.066  -0.142
H  0.344  1.636  1.643  0.259
H  2.396  -2.338  -1.819  0.470
H  -0.036  -1.975  0.838  -0.362
H  2.194  0.776  -3.098  0.320
H  -2.287  1.876  -3.148  0.266
H  -2.201  0.441  3.330  0.252
H  -0.953  -3.221  -1.358  0.287
H  -1.670  0.413  -2.821  0.270
H  -1.189  -1.729  -2.105  0.282
H  -2.156  -2.535  0.578  0.357
H  -0.861  2.196  -1.178  0.213
H  -2.315  1.282  -0.175  0.292
H  1.129  -2.225  -0.516  0.199
H  3.022  -1.156  -1.504  0.324
H  -2.400  0.162  1.764  0.347
H  1.934  -1.873  2.230  0.373
H  -0.458  0.508  0.060  -1.700
H  -2.764  -1.202  -0.167  0.316
H  1.892  2.723  2.839  0.376
H  2.021  1.041  3.550  0.303
H  2.151  2.217  -2.706  0.308
H  3.148  1.733  2.301  0.332

(ii)
Computed, not measured: 8 unconnected molecules or ions with the total composition C5H26N2O8, with the ωB97M-V functional and the def2-TZVPD basis.

The SMILES is C[C@@H](N)CCC(N)=O.O.O.O.O.O.O.O. The HOMO energy comes out at -9.60 eV. The LUMO energy is 0.006 Ha. As for the spin multiplicity: 1. The orbital gap comes out at 9.77 eV.

Last column: Mulliken charge in e.
CARTESIAN COORDINATES (ANGSTROEM)
O  -1.938  2.678  2.553  -0.692
O  -0.104  -1.997  -3.461  -0.731
O  1.158  -1.372  3.518  -0.655
O  -0.459  -2.293  1.018  -0.608
O  3.404  -1.711  2.169  -0.682
O  -0.509  -3.789  -1.529  -0.666
O  -3.242  1.584  -1.636  -0.596
O  1.882  -1.404  -0.124  -0.566
N  0.853  0.557  -2.518  -0.505
N  -1.238  0.605  2.213  -0.189
C  0.291  1.722  -1.836  -0.030
C  -1.395  1.882  1.795  0.159
C  -0.122  1.286  -0.422  -0.594
C  1.360  2.848  -1.590  -1.622
C  -0.956  2.246  0.416  -0.166
H  -4.130  1.222  -1.722  0.290
H  3.562  -0.775  2.354  0.316
H  -0.361  -3.306  -2.370  0.391
H  -0.336  3.155  0.530  0.249
H  0.983  -1.947  2.766  0.361
H  2.091  2.790  -0.773  0.284
H  -0.842  -1.525  -3.865  0.332
H  -1.737  0.286  3.023  0.220
H  0.057  -1.395  -2.711  0.424
H  -0.507  -3.160  0.597  0.309
H  0.751  -0.512  3.412  0.324
H  -2.593  1.007  -2.075  0.290
H  2.666  -1.004  0.257  0.264
H  1.882  3.092  -2.518  0.476
H  1.809  -2.184  0.438  0.295
H  -0.430  2.260  -2.476  0.329
H  -1.297  -4.339  -1.667  0.267
H  -0.730  -0.013  1.603  0.198
H  0.741  3.748  -1.434  0.414
H  -1.826  2.496  -0.190  0.211
H  0.842  1.015  0.016  0.648
H  1.472  -0.004  -1.918  0.177
H  -0.151  -1.676  0.340  0.234
H  3.060  -1.865  3.075  0.322
H  1.613  0.876  -3.118  0.279
H  -0.602  0.260  -0.387  0.236

Which of them is most stable, and which least? Most stable: (ii); least stable: (i).

(i)
Computed, not measured: a gas-phase ion, C5H9N2O (charge +1), with the ωB97M-V functional and the def2-TZVPD basis.

The SMILES is C1=N[C@@H]1[C@@H]1[NH2+]CCO1. The HOMO energy comes out at -14.18 eV. The total charge is +1. The LUMO energy is -0.129 Ha. As for the spin multiplicity: 1. The orbital gap comes out at 10.68 eV.

Last column: Mulliken charge in e.
CARTESIAN COORDINATES (ANGSTROEM)
O  0.299  1.347  0.269  -0.349
N  0.561  -0.920  0.012  -0.249
N  -3.144  0.417  -0.372  -0.400
C  1.667  1.208  -0.213  -0.372
C  1.913  -0.321  0.117  -0.450
C  -0.486  0.361  -0.202  -0.018
C  -1.930  0.317  0.441  -0.182
C  -2.937  -0.714  0.038  -0.167
H  2.375  -0.273  1.195  0.285
H  0.439  -1.543  0.893  0.367
H  2.559  -0.919  -0.591  0.337
H  1.711  1.369  -1.237  0.313
H  -0.390  0.339  -1.331  0.424
H  0.412  -1.573  -0.760  0.401
H  -3.337  -1.799  0.056  0.292
H  2.325  2.012  0.241  0.312
H  -2.037  0.692  1.443  0.458

(ii)
Computed, not measured: a gas-phase ion, C5H9N2O (charge +1), with the ωB97M-V functional and the def2-TZVPD basis.

The SMILES is C=[N+]1CCN=C1OC. The HOMO energy comes out at -14.45 eV. The total charge is +1. The LUMO energy is -0.195 Ha. As for the spin multiplicity: 1. The orbital gap comes out at 9.15 eV.

Last column: Mulliken charge in e.
CARTESIAN COORDINATES (ANGSTROEM)
O  1.688  0.603  -0.529  -0.286
N  -0.431  -0.529  0.196  0.129
N  -0.054  1.794  0.107  -0.407
C  -0.068  -1.676  0.594  -0.104
C  -1.443  1.673  0.566  -0.366
C  0.490  0.712  -0.199  0.574
C  2.185  -0.364  -1.389  -0.774
C  -1.673  0.145  0.636  -0.555
H  -2.035  -0.260  1.667  0.347
H  -2.441  -0.262  0.040  0.388
H  -1.504  2.214  1.589  0.293
H  1.031  -2.030  0.367  0.208
H  1.329  -0.921  -1.895  0.361
H  2.889  -1.097  -0.708  0.282
H  -0.707  -2.119  1.249  0.344
H  2.881  -0.111  -2.187  0.276
H  -2.136  2.228  -0.105  0.290

Which of them is most stable, and which least? Most stable: (ii); least stable: (i).

(i)
Computed, not measured: a gas-phase ion, C5H9N2O (charge +1), with the ωB97M-V functional and the def2-TZVPD basis.

The SMILES is C=C(C)/C=N\C=[NH+]/O. The HOMO energy comes out at -13.95 eV. The total charge is +1. The LUMO energy is -0.193 Ha. As for the spin multiplicity: 1. The orbital gap comes out at 8.70 eV.

Last column: Mulliken charge in e.
CARTESIAN COORDINATES (ANGSTROEM)
O  0.997  1.077  -0.881  -0.285
N  2.237  0.755  -0.239  0.007
N  1.248  -1.349  0.136  -0.313
C  2.079  -0.377  0.503  -0.226
C  -0.668  0.596  1.237  -0.714
C  -2.324  -0.285  -0.586  -1.106
C  -1.026  -0.249  0.254  0.565
C  -0.063  -1.393  -0.010  0.098
H  -2.925  -1.238  -0.807  0.347
H  -1.308  1.465  1.473  0.265
H  -1.852  0.232  -1.561  0.242
H  -0.497  -2.275  -0.493  0.421
H  0.284  0.610  1.777  0.322
H  2.824  1.511  0.064  0.288
H  -2.989  0.443  -0.251  0.354
H  2.826  -0.691  1.164  0.396
H  1.156  1.169  -1.780  0.338

(ii)
Computed, not measured: a gas-phase ion, C5H9N2O (charge +1), with the ωB97M-V functional and the def2-TZVPD basis.

The SMILES is C=C1COC(=[NH2+])N1C. The HOMO energy comes out at -12.75 eV. The total charge is +1. The LUMO energy is -0.120 Ha. As for the spin multiplicity: 1. The orbital gap comes out at 9.48 eV.

Last column: Mulliken charge in e.
CARTESIAN COORDINATES (ANGSTROEM)
O  -1.457  -1.349  -0.138  -0.358
N  -2.305  0.863  -0.147  -0.235
N  0.058  0.385  -0.128  0.082
C  -0.097  -1.968  -0.069  -0.381
C  0.398  1.754  -0.045  -1.043
C  0.836  -0.772  -0.059  0.901
C  -1.404  -0.047  -0.121  0.378
C  2.121  -0.717  0.272  -1.053
H  0.043  2.243  0.905  0.383
H  2.663  -1.637  0.690  0.206
H  -0.066  2.270  -0.867  0.395
H  1.486  1.999  -0.131  0.311
H  -2.059  1.841  -0.058  0.251
H  -3.122  0.330  -0.256  0.314
H  2.760  0.129  0.337  0.272
H  -0.116  -2.683  -0.952  0.252
H  0.260  -2.641  0.766  0.324

Which of them is most stable, and which least? Most stable: (ii); least stable: (i).

(i)
Computed, not measured: a molecular structure, CH4NO3S, with the ωB97M-V functional and the def2-TZVPD basis.

The HOMO energy comes out at -4.23 eV. The total charge is -1. The LUMO energy is 0.147 Ha. As for the spin multiplicity: 1. The orbital gap comes out at 8.24 eV.

Last column: Mulliken charge in e.
CARTESIAN COORDINATES (ANGSTROEM)
S  -2.021  0.103  0.375  0.475
O  0.828  1.214  0.262  -0.705
O  -1.515  1.354  -0.419  -0.590
O  -3.104  -0.498  -0.469  -0.628
N  -0.686  -0.843  0.002  -0.480
C  0.933  -0.020  -0.184  -0.031
H  -0.366  1.420  -0.202  0.427
H  1.189  -0.039  -1.267  0.160
H  -0.651  -1.625  0.655  0.199
H  1.616  -0.724  0.450  0.173

(ii)
Computed, not measured: 2 unconnected molecules or ions with the total composition CH4NO3S, with the ωB97M-V functional and the def2-TZVPD basis.

The HOMO energy comes out at -3.13 eV. The total charge is -1. The LUMO energy is 0.092 Ha. As for the spin multiplicity: 1. The orbital gap comes out at 5.63 eV.

Last column: Mulliken charge in e.
CARTESIAN COORDINATES (ANGSTROEM)
S  0.520  1.621  -0.002  0.451
O  1.150  2.023  -1.310  -0.678
O  1.234  2.125  1.157  -0.636
O  -4.135  0.424  -0.294  -0.252
N  -3.515  1.247  0.377  -0.091
C  0.689  -0.231  -0.036  -1.033
H  0.050  -0.775  -0.837  0.257
H  1.740  -0.695  -0.228  0.309
H  0.459  -0.720  0.860  0.361
H  -2.510  1.334  0.197  0.311

Which of them is most stable, and which least? Most stable: (i); least stable: (ii).